Entry from OMol25: an isolated ion of composition C4H8N3 and charge +1 at a distorted geometry (ωB97M-V/def2-TZVPD).

Results
HOMO energy   -14.4 eV
Total charge   +1
M   98.129 Da
Electronic energy   -321.060384 Eh
Kohn-Sham gap   9.97 eV
Energy relative to the best compared isomer or geometry (same formula, charge and spin)   6.284 eV
SMILES   C=NN=[N+]1CCC1

Each line ends with the Mulliken charge.
Positions of all 15 atoms, in Å:
1 C 3.2339 0.3354 0.0526  -0.185
2 C -2.1416 0.1164 0.0703  -0.380
3 C -0.8024 0.8806 -0.1201  -0.512
4 C -1.3035 -1.1618 0.0024  -0.583
5 N 1.1171 -0.8103 -0.2123  -0.422
6 N 2.1638 -0.2123 -0.1682  0.121
7 N -0.0753 -0.4070 -0.1397  0.601
8 H 4.0515 0.6881 -0.5569  0.287
9 H 3.3589 0.6284 1.0933  0.240
10 H -2.5322 0.2874 1.1233  0.244
11 H -2.9299 0.2346 -0.7377  0.272
12 H -0.7469 1.5324 -1.0057  0.322
13 H -0.6061 1.6722 0.6131  0.339
14 H -1.3689 -1.9219 0.7568  0.339
15 H -1.4182 -1.8623 -0.7711  0.319